1.
{
  "formula": "C4H15N2O",
  "method": "the ωB97M-V functional and the def2-TZVPD basis",
  "homo_ev": -13.37,
  "charge": 1,
  "de_lowest_kcal_mol": 127.3,
  "lumo_ev": -8.10,
  "species": ["C", "C", "C", "C", "N", "N", "H", "H", "H", "H", "H", "H", "H", "H", "H", "H", "H", "H", "H", "H", "H", "O"],
  "coordinates": [[2.1742, -1.4696, -0.0704], [2.0598, 0.0532, -0.3563], [0.9320, 0.6779, 0.6247], [-0.3354, 0.0662, 0.3267], [-4.1947, 0.6371, 0.7160], [3.3217, 0.8232, -0.2150], [1.2226, -1.9504, 0.1226], [2.7394, -1.9680, -0.8833], [2.7753, -1.5188, 0.8350], [1.6016, 0.1463, -1.3445], [1.3018, 0.2846, 1.6062], [0.9822, 1.7579, 0.7021], [-1.2359, 0.7148, 0.4123], [-0.3667, -0.9336, 0.7798], [-4.8996, 1.2015, 1.1732], [-4.2096, 0.9290, -0.2527], [-4.4836, -0.3149, 0.8386], [3.1749, 1.7585, -0.5541], [4.1807, 0.4482, -0.6574], [-2.1966, 0.0881, -1.7941], [-2.0116, -0.6938, -0.5972], [-2.5326, -0.7374, -1.4120]]
}



2.
{
  "formula": "C24H38BN3O14",
  "method": "the ωB97M-V functional and the def2-TZVPD basis",
  "homo_ev": -9.07,
  "charge": 0,
  "smiles": "[H]/N=C(\\C)Cc1ccc(B(O)OC)c2nccnc12.COC(=O)OC.COC(=O)OC.COC(=O)OC.COC(=O)OC",
  "lumo_ev": -0.41,
  "species": ["C", "O", "B", "O", "C", "C", "C", "C", "C", "C", "C", "N", "C", "N", "C", "C", "N", "C", "H", "H", "H", "H", "H", "H", "H", "H", "H", "H", "H", "H", "H", "H", "C", "O", "C", "O", "O", "C", "H", "H", "H", "H", "H", "H", "C", "O", "C", "O", "O", "C", "H", "H", "H", "H", "H", "H", "C", "O", "C", "O", "O", "C", "H", "H", "H", "H", "H", "H", "C", "O", "C", "O", "O", "C", "H", "H", "H", "H", "H", "H"],
  "coordinates": [[-0.1645, -4.0253, 4.9885], [1.1377, -3.7743, 5.5717], [2.0731, -3.9236, 4.5450], [3.0181, -4.9274, 4.5688], [2.0757, -2.8945, 3.3300], [1.9213, -1.5776, 3.6672], [1.8778, -0.5746, 2.6476], [1.9978, -0.9507, 1.3459], [1.9030, 0.1161, 0.2457], [0.5020, 0.0026, -0.4130], [-0.6023, -0.8239, 0.2718], [0.2661, 0.5614, -1.5340], [2.1783, -2.3154, 0.9443], [2.2721, -2.5785, -0.3919], [2.4309, -3.8613, -0.6082], [2.5205, -4.8660, 0.3999], [2.4158, -4.6180, 1.6834], [2.2265, -3.2908, 1.9581], [-0.5510, -3.1339, 4.4680], [-0.0481, -4.8338, 4.2477], [-0.8895, -4.3131, 5.7572], [3.2131, -5.0652, 5.5106], [1.7967, -1.3123, 4.7184], [1.7508, 0.4914, 2.8456], [2.0215, 1.1261, 0.6599], [2.6526, -0.0933, -0.5283], [-0.3856, -1.8881, 0.0810], [-0.6444, -0.6755, 1.3591], [-1.5981, -0.5970, -0.1314], [-0.7026, 0.3270, -1.7647], [2.5049, -4.1854, -1.6526], [2.6857, -5.8988, 0.0785], [2.9000, 6.7141, -4.3441], [2.8554, 6.0114, -3.1013], [2.0357, 4.9591, -3.0967], [1.3641, 4.5841, -4.0276], [2.0829, 4.3976, -1.8950], [1.2396, 3.2415, -1.7490], [3.5951, 7.5408, -4.2213], [3.2629, 6.0653, -5.1403], [1.9186, 7.1148, -4.5954], [1.5363, 2.4604, -2.4398], [0.1940, 3.5083, -1.9001], [1.3568, 2.8712, -0.7357], [-0.5516, 4.0310, -5.6664], [-1.9139, 3.5791, -5.7756], [-2.8098, 4.5557, -5.8482], [-2.5778, 5.7374, -5.8307], [-4.0245, 4.0008, -5.9442], [-5.0913, 4.9435, -6.0300], [0.0812, 3.1513, -5.6137], [-0.2747, 4.6121, -6.5467], [-0.4204, 4.6098, -4.7726], [-4.9877, 5.5627, -6.9202], [-5.1297, 5.5647, -5.1359], [-6.0164, 4.3767, -6.1031], [0.4787, -7.4834, 2.5359], [-0.7759, -8.0268, 2.1209], [-1.5722, -7.1484, 1.5126], [-1.3176, -5.9903, 1.3026], [-2.7013, -7.7746, 1.1769], [-3.6550, -6.9460, 0.5115], [1.0385, -8.2818, 3.0162], [1.0462, -7.1258, 1.6794], [0.3310, -6.6818, 3.2552], [-3.2484, -6.5670, -0.4252], [-3.9644, -6.1228, 1.1542], [-4.5213, -7.5650, 0.2929], [-0.8552, 5.1281, 0.6326], [-0.4472, 4.0011, 1.4127], [-1.1370, 3.8266, 2.5392], [-2.0386, 4.5168, 2.9324], [-0.6498, 2.7449, 3.1569], [-1.3001, 2.4331, 4.3895], [-0.2211, 5.1552, -0.2496], [-1.8911, 5.0225, 0.3128], [-0.7206, 6.0559, 1.1865], [-2.3551, 2.2184, 4.2244], [-1.1834, 3.2476, 5.1030], [-0.8198, 1.5436, 4.7907]]
}



3.
{
  "formula": "C4H5NO",
  "method": "the ωB97M-V functional and the def2-TZVPD basis",
  "homo_ev": -9.69,
  "charge": 0,
  "de_lowest_kcal_mol": 104.3,
  "lumo_ev": 0.59,
  "species": ["C", "C", "O", "C", "C", "N", "H", "H", "H", "H", "H"],
  "coordinates": [[1.3106, 0.8352, 0.3304], [0.0992, 0.0034, 0.0843], [0.3353, -1.3392, 0.4330], [-1.0900, 0.4066, -0.3416], [-1.6200, -2.1714, -0.7108], [-0.6350, -2.1179, -0.0413], [2.2387, 0.3086, 0.0978], [1.3352, 1.1376, 1.3835], [1.2374, 1.7424, -0.2728], [-1.2271, 1.3684, -0.8088], [-1.9845, -0.1738, -0.1537]]
}